# C4H4NO

An isolated ion of composition C4H4NO and charge +1 (ωB97M-V/def2-TZVPD, the Open Molecules 2025 dataset).

The geometry in XYZ format:
```
10
Properties=species:S:1:pos:R:3:forces:R:3
C 0.784 -0.746 -0.233 3.787 -3.240 -2.544
C -0.528 -1.383 0.170 2.188 -0.845 0.876
C 0.745 0.517 -0.142 -2.130 -0.355 1.973
C -0.444 1.261 0.124 0.251 4.044 0.479
N -1.557 -0.738 -0.022 -2.480 -0.933 0.130
O -1.680 0.503 -0.224 1.067 0.945 -1.012
H 1.583 -1.524 -0.650 -1.792 1.989 0.858
H -0.389 -2.394 0.558 -0.809 0.266 -0.053
H -0.283 2.207 -0.567 -1.326 -1.401 1.109
H -0.691 1.611 1.213 1.244 -0.470 -1.815
```
Positions in Å, forces in eV/Å.

Calculated values
charge: +1
calculated total energy: -284.28445 Ha
HOMO-LUMO gap (spin up / spin down): 8.087 / 7.659 eV
HOMO level (spin up / spin down): -15.9 / -16.0 eV
ΔE to the lowest compared entry with this formula, charge and spin: 450.6 kJ/mol
molar mass: 82.08 g/mol

What are the Löwdin partial charges on each atom? They are as follows, in elementary charge units:
1. C -0.002
2. C -0.016
3. C 0.175
4. C -0.093
5. N 0.104
6. O 0.051
7. H 0.204
8. H 0.169
9. H 0.209
10. H 0.200